[1]
C6H12O | ωB97M-V/def2-TZVPD

Calculated values
* relative energy (zero: lowest compared OMol25 entry of this formula, charge and spin): 170.62 kJ/mol
* spin multiplicity: 1
* SMILES string: C/C=C/C.C=CO
* HOMO level: -9.168 eV
* energy: -310.99428 a.u.

Structure (XYZ):
```
19
C6H12O, DFT ωB97M-V/def2-TZVPD
C 2.699 -2.251 -0.847
C 1.807 -1.646 -0.084
O 2.012 -1.384 1.246
H 2.442 -2.511 -1.864
H 3.680 -2.549 -0.505
H 0.868 -1.285 -0.489
H 1.609 -0.539 1.462
C -1.290 0.582 0.582
C -1.193 1.433 -0.430
C -0.812 2.876 -0.287
C -1.712 -0.845 0.469
H -1.077 0.961 1.579
H -1.411 1.097 -1.440
H -0.039 3.163 -1.000
H -1.676 3.520 -0.463
H -0.455 3.089 0.720
H -1.831 -1.154 -0.571
H -2.644 -1.044 1.003
H -0.974 -1.514 0.919
```

=====

[2]
C6H12O | ωB97M-V/def2-TZVPD

Calculated values
* relative energy (zero: lowest compared OMol25 entry of this formula, charge and spin): 432.93 kJ/mol
* spin multiplicity: 1
* HOMO level (alpha / beta): -7.299 / -7.301 eV
* energy: -310.89438 a.u.

Structure (XYZ):
```
19
C6H12O, DFT ωB97M-V/def2-TZVPD
C -0.438 1.894 1.039
C -0.048 0.414 1.119
C 0.258 -0.148 -0.238
C 1.311 0.493 -1.076
C -0.029 -2.385 0.216
C -0.333 -1.359 -0.671
O -1.849 -0.402 -0.718
H -1.307 1.998 0.383
H 0.381 2.513 0.654
H -0.696 2.271 2.033
H -0.876 -0.152 1.551
H 0.834 0.300 1.764
H 1.107 1.550 -1.267
H 2.258 0.442 -0.523
H 1.436 -0.035 -2.024
H 0.085 -2.205 1.279
H 0.161 -3.391 -0.143
H -0.219 -1.600 -1.728
H -2.035 -0.198 -1.649
```

=====

[3]
C6H12O | ωB97M-V/def2-TZVPD

Calculated values
* relative energy (zero: lowest compared OMol25 entry of this formula, charge and spin): 238.43 kJ/mol
* spin multiplicity: 1
* SMILES string: C=CC=C(C)C.O
* HOMO level: -8.125 eV
* energy: -310.96846 a.u.

Structure (XYZ):
```
19
C6H12O, DFT ωB97M-V/def2-TZVPD
C 0.580 1.030 -0.222
C -0.136 -0.249 -0.456
C -1.335 -0.588 0.057
C -1.914 0.102 1.246
C -3.101 0.702 1.245
C 0.566 -1.242 -1.358
H 0.156 1.592 -1.058
H 1.671 0.914 -0.197
H 0.347 1.431 0.769
H -2.032 -1.251 -0.459
H -1.343 -0.031 2.156
H -3.421 1.478 1.926
H -3.778 0.483 0.410
H -0.065 -2.116 -1.470
H 1.564 -1.281 -0.900
H 0.859 -0.820 -2.328
H 4.010 -0.468 0.862
H 3.768 0.065 -0.565
O 3.604 0.249 0.343
```

=====

[4]
C6H12O | ωB97M-V/def2-TZVPD

Calculated values
* relative energy (zero: lowest compared OMol25 entry of this formula, charge and spin): 38.46 kJ/mol
* spin multiplicity: 1
* SMILES string: CC[C@H]1CCCO1
* HOMO level: -9.435 eV
* energy: -311.04462 a.u.

Structure (XYZ):
```
19
C6H12O, DFT ωB97M-V/def2-TZVPD
C -1.261 -2.218 -0.541
C -0.145 -1.630 0.319
C -0.201 -0.110 0.410
C 1.048 0.548 1.006
C 1.065 1.908 0.308
C 0.552 1.537 -1.084
O -0.329 0.437 -0.905
H -2.252 -1.950 -0.154
H -1.186 -1.832 -1.562
H -1.193 -3.311 -0.578
H -0.188 -2.039 1.337
H 0.829 -1.917 -0.100
H -1.093 0.185 0.991
H 1.016 0.618 2.098
H 1.939 -0.030 0.730
H 2.056 2.374 0.282
H 0.374 2.602 0.800
H 0.004 2.349 -1.574
H 1.385 1.239 -1.740
```

=====

[5]
C6H12O | ωB97M-V/def2-TZVPD

Calculated values
* relative energy (zero: lowest compared OMol25 entry of this formula, charge and spin): 137.28 kJ/mol
* spin multiplicity: 1
* SMILES string: C=CCC.CC=O
* HOMO level: -9.274 eV
* energy: -311.00699 a.u.

Structure (XYZ):
```
19
C6H12O, DFT ωB97M-V/def2-TZVPD
C -1.525 1.577 1.372
C -0.695 0.610 2.177
O 0.454 0.329 1.933
C 0.810 0.399 -1.402
C 2.070 0.345 -0.976
C -0.215 -0.702 -1.282
C 0.288 -1.985 -0.624
H -1.064 1.766 0.399
H -1.601 2.524 1.922
H -2.545 1.199 1.247
H -1.081 -0.319 -0.721
H -1.209 0.152 3.051
H 0.450 1.316 -1.875
H 2.482 -0.530 -0.478
H 2.747 1.188 -1.086
H -0.608 -0.922 -2.286
H -0.511 -2.732 -0.583
H 1.121 -2.422 -1.186
H 0.631 -1.793 0.399
```

=====

[6]
C6H12O | ωB97M-V/def2-TZVPD

Calculated values
* relative energy (zero: lowest compared OMol25 entry of this formula, charge and spin): 244.20 kJ/mol
* spin multiplicity: 1
* SMILES string: CCC/C=C/CO
* HOMO level: -8.816 eV
* energy: -310.96626 a.u.

Structure (XYZ):
```
19
C6H12O, DFT ωB97M-V/def2-TZVPD
C 1.030 0.155 3.618
C 0.398 0.671 2.330
C 0.661 -0.194 1.120
C -0.327 -0.124 -2.617
O -1.373 -0.719 -3.373
C -0.666 -0.157 -1.095
C 0.213 0.355 -0.229
H 0.654 -0.738 4.133
H 0.966 0.873 4.442
H 2.075 -0.132 3.480
H -0.612 1.077 2.428
H 1.001 1.574 2.149
H 0.162 -1.169 1.120
H 1.745 -0.354 1.058
H 0.538 -0.748 -2.852
H -0.250 0.968 -2.817
H -2.120 -0.136 -3.255
H -1.713 -0.452 -0.987
H 0.893 0.967 -0.837
```

=====

[7]
C6H12O | ωB97M-V/def2-TZVPD

Calculated values
* relative energy (zero: lowest compared OMol25 entry of this formula, charge and spin): 474.30 kJ/mol
* spin multiplicity: 1
* HOMO level: -8.356 eV
* energy: -310.87862 a.u.

Structure (XYZ):
```
19
C6H12O, DFT ωB97M-V/def2-TZVPD
C -2.121 -1.249 -1.073
C -0.321 0.647 -0.101
C -1.313 1.283 0.803
C 0.379 -0.444 0.545
O 1.174 -1.311 -0.279
C 1.879 -0.358 0.448
C 2.608 0.701 -0.337
H -3.005 -1.205 -1.711
H -1.573 -2.181 -1.225
H -2.434 -1.177 -0.027
H -1.448 -0.420 -1.338
H -1.718 0.677 1.630
H -2.131 1.757 0.252
H -0.739 2.112 1.250
H -0.018 -0.961 1.428
H 2.396 -0.747 1.329
H 1.991 1.028 -1.174
H 3.546 0.284 -0.717
H 2.848 1.563 0.295
```

=====

[8]
C6H12O | ωB97M-V/def2-TZVPD

Calculated values
* relative energy (zero: lowest compared OMol25 entry of this formula, charge and spin): 434.03 kJ/mol
* spin multiplicity: 1
* HOMO level (alpha / beta): -6.855 / -7.346 eV
* energy: -310.89396 a.u.

Structure (XYZ):
```
19
C6H12O, DFT ωB97M-V/def2-TZVPD
C 0.654 -1.550 -0.810
C -0.468 -1.109 0.329
C -0.446 0.377 0.256
C -1.224 0.937 -0.933
C -0.681 1.155 1.473
C 0.980 0.712 0.135
O 1.875 0.162 0.988
H 1.673 -1.769 -0.437
H 0.829 -0.999 -1.770
H 0.203 -2.472 -1.103
H -0.083 -1.432 1.308
H -1.499 -1.516 0.227
H -0.987 0.386 -1.847
H -2.298 0.846 -0.741
H -1.004 2.001 -1.095
H -0.189 0.868 2.395
H -1.554 1.810 1.569
H 1.409 1.219 -0.731
H 2.755 0.510 0.799
```

=====

[9]
C6H12O | ωB97M-V/def2-TZVPD

Calculated values
* relative energy (zero: lowest compared OMol25 entry of this formula, charge and spin): 216.07 kJ/mol
* spin multiplicity: 1
* SMILES string: C=COCC.C=C
* HOMO level: -8.913 eV
* energy: -310.97697 a.u.

Structure (XYZ):
```
19
C6H12O, DFT ωB97M-V/def2-TZVPD
C 2.100 1.137 -0.183
C 1.733 -0.285 -0.529
O 0.654 -0.653 0.320
C 0.261 -1.942 0.181
C -0.788 -2.461 0.808
C -2.240 0.897 -0.575
C -2.122 2.078 0.020
H 2.937 1.478 -0.799
H 1.237 1.789 -0.351
H 2.382 1.196 0.872
H 2.580 -0.968 -0.365
H 1.421 -0.376 -1.579
H 0.877 -2.537 -0.494
H -0.994 -3.514 0.668
H -1.423 -1.873 1.463
H -1.501 0.112 -0.430
H -3.082 0.670 -1.226
H -1.286 2.302 0.680
H -2.856 2.868 -0.120
```

=====

[10]
C6H12O | ωB97M-V/def2-TZVPD

Calculated values
* relative energy (zero: lowest compared OMol25 entry of this formula, charge and spin): 62.65 kJ/mol
* spin multiplicity: 1
* SMILES string: CCC(C=O)CC
* HOMO level: -9.678 eV
* energy: -311.03541 a.u.

Structure (XYZ):
```
19
C6H12O, DFT ωB97M-V/def2-TZVPD
C -2.495 -0.768 0.340
C -1.146 -0.879 -0.367
C -0.097 0.109 0.184
C 1.323 -0.383 -0.119
C 2.445 0.587 0.298
C -0.141 1.468 -0.478
O -0.420 2.534 0.010
H -3.265 -1.367 -0.158
H -2.422 -1.115 1.378
H -2.832 0.273 0.361
H -0.773 -1.911 -0.281
H -1.266 -0.705 -1.446
H -0.214 0.221 1.270
H 1.402 -0.654 -1.182
H 1.388 -1.314 0.443
H 3.195 0.732 -0.487
H 2.958 0.194 1.175
H 2.076 1.585 0.565
H 0.286 1.394 -1.506
```

=====

[11]
C6H12O | ωB97M-V/def2-TZVPD

Calculated values
* expectation value of S²: 0.756
* relative energy (zero: lowest compared OMol25 entry of this formula, charge and spin): 191.36 kJ/mol
* spin multiplicity: 2
* HOMO level (alpha / beta): -13.516 / -13.516 eV
* net charge: +1
* energy: -310.64438 a.u.

Structure (XYZ):
```
19
C6H12O, DFT ωB97M-V/def2-TZVPD
C 0.328 -0.856 -2.782
C -0.131 0.030 -1.669
C 0.145 -0.123 -0.337
C 0.793 -1.355 0.172
C -2.354 0.952 -1.386
C -1.133 1.118 -2.020
H 1.420 -1.067 -2.725
H 0.278 -0.203 -3.657
H -0.064 -1.817 -2.830
H -0.233 0.550 0.397
H 1.012 -1.391 1.223
H 1.734 -1.673 -0.395
H 0.044 -2.167 0.236
H -2.382 0.022 -0.737
H -3.101 1.608 -1.688
H -0.721 1.922 -2.512
H 0.809 0.686 6.405
H 2.335 0.127 6.480
O 1.623 0.601 5.993
```

=====

[12]
C6H12O15RbS3 | ωB97M-V/def2-TZVPD

Calculated values
* relative energy (zero: lowest compared OMol25 entry of this formula, charge and spin): 0.00 kJ/mol
* spin multiplicity: 1
* HOMO level: 2.318 eV
* net charge: -3
* energy: -2583.01780 a.u.

Structure (XYZ):
```
37
C6H12O15RbS3, DFT ωB97M-V/def2-TZVPD
Rb 0.614 0.270 -0.081
S 0.669 -2.323 2.983
O 1.751 -3.107 3.656
O -0.471 -3.204 2.631
O 0.104 -1.297 3.905
O 1.281 -1.639 1.787
S -3.419 -0.122 1.040
O -2.990 0.625 2.269
O -2.208 -0.168 0.138
O -3.866 -1.472 1.398
O -4.489 0.683 0.362
C 1.326 -3.521 -0.633
C 2.824 -3.467 -0.834
O 3.290 -2.864 -2.081
C 3.217 -1.556 -2.181
O 2.926 -0.800 -1.289
O 3.531 -1.205 -3.441
C 3.298 0.131 -3.849
H 0.888 -2.654 -0.137
H 1.020 -4.448 -0.160
H 0.789 -3.469 -1.599
H 3.251 -4.465 -0.948
H 3.225 -3.071 0.105
H 2.797 0.115 -4.814
H 4.285 0.583 -3.980
H 2.747 0.709 -3.111
C -1.885 2.791 0.915
C -3.308 3.190 0.508
O -3.330 4.624 0.261
S -2.005 5.263 0.881
O -2.202 5.478 2.274
O -1.574 6.359 0.077
O -1.110 4.010 0.620
H -1.444 2.020 0.305
H -1.823 2.502 1.961
H -3.944 2.903 1.348
H -3.762 2.596 -0.284
```